Density functional theory data (the ωB97M-V functional and the def2-TZVPD basis) for 2 unconnected molecules or ions with the total composition C2H7O2 in a non-equilibrium geometry.

```
11
Properties=species:S:1:pos:R:3:mulliken_charge:R:1
O -2.32914 -0.98166 -1.02659 -1.1014
H -2.68118 -1.38790 -0.28816 0.1516
C 1.02887 -0.23493 0.28837 -0.1920
O -0.38017 0.14941 0.28750 -0.5339
C 1.80066 1.13322 0.40792 -0.9509
H 1.40477 -0.71833 -0.59513 0.2587
H 1.24407 -0.80182 1.24138 0.1666
H -1.17817 -0.21885 -0.26050 0.3913
H 1.17924 1.65036 1.13494 0.2606
H 1.98456 1.71758 -0.53318 0.2483
H 2.74403 1.02719 1.03563 0.3012
```

## Properties
ΔE to the lowest compared entry with this formula, charge and spin	23.1	kcal/mol
charge	-1

Density functional theory data (the ωB97M-V functional and the def2-TZVPD basis) for 2 unconnected molecules or ions with the total composition C2H7O2 in a non-equilibrium geometry.

```
11
Properties=species:S:1:pos:R:3:mulliken_charge:R:1
O 0.02613 1.47598 1.47387 -0.3918
H 0.15597 1.05709 0.58286 0.4696
H 0.96766 1.67654 1.88828 0.5053
H -0.35940 2.30222 1.74270 0.4592
O 0.41345 0.50214 -0.83332 -0.1892
C 0.25729 -0.69556 -1.00875 0.5497
C -0.64518 -1.64862 -0.21611 -0.9296
H 0.74308 -0.93269 -1.98840 0.4466
H -1.06015 -1.20837 0.66333 0.3466
H -1.52416 -1.99016 -0.78648 0.3482
H -0.11236 -2.66446 0.12244 0.3855
```

## Properties
spin multiplicity	2
ΔE to the lowest compared entry with this formula, charge and spin	42.5	kcal/mol
⟨S²⟩	0.756
charge	+2

Density functional theory data (the ωB97M-V functional and the def2-TZVPD basis) for a molecular structure, C2H7O2P in a non-equilibrium geometry.

```
12
Properties=species:S:1:pos:R:3:mulliken_charge:R:1
C 1.71466 -0.61368 -0.07594 -0.9289
C -1.39340 0.86152 0.36797 -0.3315
O -1.11361 -1.66138 -0.85876 -0.5704
O -2.72999 0.35332 0.17049 -0.4592
P -0.58062 -0.83700 0.18808 0.5333
H 1.84766 -0.13212 -1.04503 0.2776
H 2.22145 -0.03530 0.72021 0.3146
H 2.31036 -1.61839 -0.08517 0.2772
H -1.48672 1.27556 1.38160 0.2594
H -1.03147 1.71266 -0.37654 0.2411
H -2.67599 0.10449 -0.69692 0.3063
H -0.86639 -1.26658 1.48648 0.0804
```

## Properties
ΔE to the lowest compared entry with this formula, charge and spin	59.3	kcal/mol
charge	0

Density functional theory data (the ωB97M-V functional and the def2-TZVPD basis) for 4 unconnected molecules or ions with the total composition C2H7O3P in a non-equilibrium geometry.

```
13
Properties=species:S:1:pos:R:3:mulliken_charge:R:1
C -1.90291 2.69113 0.61768 0.0946
C 2.05601 -0.59949 1.71864 -0.4946
O 3.18617 1.08526 -0.34743 -0.5063
O -2.63172 2.02929 -0.07061 -0.3975
O 1.26184 -0.20849 0.63944 -0.2206
P 1.76021 0.78503 -0.53444 0.4840
H -0.78046 2.89483 0.55541 0.0999
H -2.09725 3.29304 1.56140 0.2013
H -0.54783 -0.68433 -3.66211 0.1937
H 1.75731 -0.25862 2.76230 0.2193
H 3.13678 -0.37819 1.51486 0.2773
H 1.85682 -1.60092 1.64848 0.2371
H -0.61488 -0.43727 -2.81777 -0.1884
```

## Properties
ΔE to the lowest compared entry with this formula, charge and spin	64.7	kcal/mol
charge	0

Density functional theory data (the ωB97M-V functional and the def2-TZVPD basis) for 3 unconnected molecules or ions with the total composition C2H7O4 in a non-equilibrium geometry.

```
13
Properties=species:S:1:pos:R:3:mulliken_charge:R:1
O -0.24071 0.40458 -0.61016 -0.6865
C -0.18232 -0.72427 -0.06187 0.4833
O 0.19657 -1.88624 -0.61554 -0.8024
C -0.88288 -0.91691 1.27876 -0.9837
H -1.27722 0.06390 1.61483 0.3305
H -1.80124 -1.23838 0.95253 0.2813
H -0.69088 -1.56854 2.05893 0.3656
H 0.58851 -4.02908 0.54975 0.3022
H 1.50216 -2.90781 0.44901 0.3543
O 1.46167 -3.73438 0.83398 -0.6442
H 0.03787 4.85094 -1.97505 0.3533
H 1.04470 5.85336 -2.47134 0.3030
O 0.24377 5.83285 -2.00383 -0.6566
```

## Properties
ΔE to the lowest compared entry with this formula, charge and spin	36.1	kcal/mol
charge	-1

Density functional theory data (the ωB97M-V functional and the def2-TZVPD basis) for 2 unconnected molecules or ions with the total composition C2H7O4P in a non-equilibrium geometry.

```
14
Properties=species:S:1:pos:R:3:mulliken_charge:R:1
C -1.83148 0.36755 -0.57395 -0.2152
C -1.63425 -0.85549 0.25354 -0.5554
O -2.15992 1.42423 0.06385 -0.1982
O 3.63721 0.06280 0.64722 -0.4222
O 1.95813 1.68928 -0.05725 -0.4670
O 2.34626 -0.42946 -1.35333 -0.4802
P 2.10710 0.05976 0.20713 0.3781
H -1.80915 -0.70037 1.33088 0.2929
H -0.60962 -1.19593 0.09670 0.1375
H -2.29014 -1.64189 -0.11796 0.2891
H -2.28126 1.35082 1.04762 0.2603
H 4.16161 0.51778 -0.02354 0.3135
H 1.06590 2.02337 -0.10901 0.3221
H 1.55159 -0.60884 -1.85456 0.3447
```

## Properties
ΔE to the lowest compared entry with this formula, charge and spin	79.1	kcal/mol
charge	0

Density functional theory data (the ωB97M-V functional and the def2-TZVPD basis) for 2 unconnected molecules or ions with the total composition C2H7OPS in a non-equilibrium geometry.

```
12
Properties=species:S:1:pos:R:3:mulliken_charge:R:1
C -0.91820 0.12577 0.74246 -0.7137
C 0.15594 -0.04934 -0.21565 0.0048
O -0.54601 0.76439 1.92504 -0.5358
P 0.27141 -1.47083 -1.43731 -0.0540
S 0.85741 1.49840 -0.76741 -0.1696
H -1.74183 0.60817 0.29014 0.4028
H -1.34502 -0.80290 1.04675 0.3137
H 1.27613 -1.43593 0.58396 0.1349
H 0.39901 0.39393 2.14076 0.3941
H 1.43549 -1.00937 -1.98951 0.0410
H -0.48080 -0.84459 -2.60638 0.0314
H 0.63649 2.22231 0.28717 0.1504
```

## Properties
ΔE to the lowest compared entry with this formula, charge and spin	128.0	kcal/mol
charge	0

Density functional theory data (the ωB97M-V functional and the def2-TZVPD basis) for 2 unconnected molecules or ions with the total composition C2H7OPS in a non-equilibrium geometry.

```
12
Properties=species:S:1:pos:R:3:mulliken_charge:R:1
C -1.78832 1.39639 0.68616 -0.4752
C 1.07672 -0.64035 -1.10765 -0.8779
O -2.04171 0.37409 -0.16396 -0.1669
P -2.34559 -1.14772 -0.33131 -0.0497
S 0.88069 -1.06985 0.69661 -0.2111
H -1.91515 1.37856 1.68285 0.3592
H -1.93172 2.33986 0.30214 0.3250
H 0.48154 -1.43178 -1.48726 0.2730
H 0.78628 0.31714 -1.34487 0.2849
H -2.52840 -1.46568 0.98280 0.0258
H 2.03270 -0.86915 -1.36612 0.4050
H 2.15503 -0.70330 1.00916 0.1081
```

## Properties
spin multiplicity	3
ΔE to the lowest compared entry with this formula, charge and spin	30.0	kcal/mol
⟨S²⟩	2.006
charge	0

Density functional theory data (the ωB97M-V functional and the def2-TZVPD basis) for 2 unconnected molecules or ions with the total composition C2H7OPS2 in a non-equilibrium geometry.

```
13
Properties=species:S:1:pos:R:3:mulliken_charge:R:1
C 1.19182 -2.91996 -0.71909 -0.5568
O 0.22538 -1.96864 -0.43931 -0.1560
P -0.60573 -1.01835 -1.46932 0.2320
S -2.15339 -0.45118 -0.43806 -0.2563
H 1.50501 -2.90972 -1.77216 0.2757
H 0.80880 -3.93142 -0.66484 0.2526
H 1.90502 -2.83941 0.10977 0.2264
C -0.76327 2.82549 1.27019 -0.6685
S 0.71544 2.66171 0.20635 -0.1210
H -0.37160 3.28847 2.17955 0.2747
H -0.96031 1.79662 1.46404 0.2250
H -1.51685 3.49836 0.87035 0.2697
H 0.01967 1.96805 -0.59747 0.0024
```

## Properties
SMILES string	COP=S.CS
ΔE to the lowest compared entry with this formula, charge and spin	41.0	kcal/mol
charge	0

Density functional theory data (the ωB97M-V functional and the def2-TZVPD basis) for 2 unconnected molecules or ions with the total composition C2H7OS in a non-equilibrium geometry.

```
11
Properties=species:S:1:pos:R:3:mulliken_charge:R:1
C -1.51601 -0.34301 -0.81510 -0.5539
S -0.65705 -1.56248 -1.96888 -0.2884
H -2.56769 -0.81621 -0.72486 0.2285
H -1.48986 0.67489 -1.23295 0.2329
H -1.01896 -0.16600 0.16413 0.2164
H 0.71051 -1.47476 -1.63726 0.1290
C 1.25882 0.72088 1.25577 -0.5772
O 0.55176 -0.18862 1.97699 -0.8490
H 0.79430 1.47058 0.57211 0.1241
H 2.00386 0.25777 0.51294 0.0988
H 1.93032 1.42695 1.89710 0.2389
```

## Properties
ΔE to the lowest compared entry with this formula, charge and spin	57.1	kcal/mol
charge	-1

Density functional theory data (the ωB97M-V functional and the def2-TZVPD basis) for 2 unconnected molecules or ions with the total composition C2H7OS.

```
11
Properties=species:S:1:pos:R:3:mulliken_charge:R:1
O -1.25605 -2.46125 0.26257 -0.6713
H -1.58887 -1.55810 0.25575 0.3315
C 1.96563 0.49915 -0.36434 -0.7948
S 0.47345 0.32813 -1.14373 -0.4399
C -0.83074 0.98228 0.03069 -0.8476
H 2.37026 -0.29798 0.25817 0.1550
H 2.33685 1.50261 -0.20152 0.2136
H -0.34370 -2.34155 -0.04595 0.3359
H -0.27741 1.71145 0.62944 0.3218
H -1.71515 1.39001 -0.47581 0.2338
H -1.13428 0.24525 0.79473 0.1621
```

## Properties
ΔE to the lowest compared entry with this formula, charge and spin	51.0	kcal/mol
charge	-1

Density functional theory data (the ωB97M-V functional and the def2-TZVPD basis) for 4 unconnected molecules or ions with the total composition C2H7OS2 in a non-equilibrium geometry.

```
12
Properties=species:S:1:pos:R:3:mulliken_charge:R:1
C 0.31918 -1.25754 -1.46680 0.2078
O 1.53394 -1.47539 -1.59611 -0.5308
H -0.49886 -1.94750 -1.69562 0.2498
H 6.40964 -1.96195 3.64241 -0.0022
H 0.08897 -0.31784 -0.91417 -0.0175
C -2.68979 1.52061 0.37734 -0.6903
S -1.09237 1.78830 -0.31317 -0.2407
S -1.31000 1.32775 -2.39499 -0.6563
H -3.40726 1.51732 -0.42998 0.2619
H -3.03755 2.35973 1.08088 0.2099
H -2.82954 0.51825 0.91844 0.2063
H 6.51362 -2.07175 2.79178 0.0022
```

## Properties
ΔE to the lowest compared entry with this formula, charge and spin	51.1	kcal/mol
charge	-1

Question: The highest charge belongs to which entry?
Answer: number 2